Here is a molecular structure, C40H70BeF12NO23Zn from OMol25. Energies are from wB97M-V/def2-TZVPD.

XYZ file:
```
148
C40H70BeF12NO23Zn wB97M-V/def2-TZVPD
Zn 2.73 3.09 2.21
Be 1.99 1.29 5.11
C 1.74 4.59 0.05
O 0.85 4.12 1.06
O 2.90 3.98 0.40
C 1.08 4.32 -1.35
F 1.95 4.46 -2.37
F 0.60 3.08 -1.52
F 0.10 5.23 -1.58
C -0.34 4.86 1.33
C -1.00 4.26 2.54
H -0.46 4.29 3.48
H -1.97 4.75 2.73
H -1.37 3.26 2.30
H -1.05 4.78 0.50
H -0.11 5.93 1.37
H 1.86 5.68 0.14
C 1.34 0.83 2.44
O 2.28 1.33 1.48
O 1.49 1.83 3.40
C -0.08 0.50 1.85
F -0.11 -0.74 1.35
F -1.04 0.57 2.78
F -0.47 1.35 0.89
C 2.85 0.44 0.50
C 3.61 -0.71 1.12
H 2.97 -1.54 1.46
H 4.21 -1.28 0.42
H 4.18 -0.28 1.94
H 3.61 1.03 -0.01
H 2.16 0.28 -0.33
H 1.84 -0.05 2.85
N 2.75 4.73 4.78
O 2.49 3.69 5.46
O 2.68 4.59 3.55
O 3.23 5.69 5.33
C -7.40 5.24 -0.59
O -6.04 4.92 -0.86
C -5.82 3.56 -1.12
C -4.40 3.34 -1.56
O -4.06 2.02 -1.25
C -2.76 1.63 -1.54
H -8.07 4.38 -0.54
H -7.72 5.98 -1.33
H -7.39 5.68 0.41
H -6.48 3.27 -1.94
H -5.85 2.89 -0.25
H -3.74 4.03 -1.01
H -4.36 3.49 -2.64
H -2.11 2.32 -0.99
H -2.46 1.67 -2.60
H -2.50 0.62 -1.23
C -3.46 -7.22 -1.67
O -3.86 -6.16 -0.83
C -3.62 -4.83 -1.29
C -3.95 -3.96 -0.04
O -3.20 -2.79 -0.11
C -3.32 -1.81 0.88
H -3.86 -8.20 -1.41
H -2.37 -7.29 -1.52
H -3.72 -7.02 -2.71
H -4.30 -4.64 -2.11
H -2.55 -4.77 -1.50
H -3.81 -4.66 0.78
H -4.99 -3.62 -0.12
H -3.15 -2.23 1.88
H -4.35 -1.44 0.86
H -2.67 -0.95 0.78
C 8.53 0.42 -4.51
O 7.42 0.84 -3.74
C 6.82 2.06 -4.12
C 5.99 2.61 -2.98
O 6.83 2.87 -1.87
C 6.10 3.29 -0.75
H 9.03 -0.39 -3.98
H 9.29 1.19 -4.63
H 8.12 0.01 -5.44
H 6.20 1.88 -5.01
H 7.54 2.76 -4.55
H 5.20 1.95 -2.60
H 5.42 3.48 -3.35
H 6.71 3.61 0.10
H 5.46 2.52 -0.30
H 5.42 4.12 -0.98
O 3.58 -4.72 1.97
C 2.40 -4.59 1.84
O 1.82 -4.40 0.64
C 0.39 -4.25 0.66
C 0.00 -4.63 2.12
C 1.33 -4.48 2.90
H -0.05 -4.92 -0.07
H 0.08 -3.22 0.48
H -0.23 -5.69 2.24
H -0.81 -3.95 2.36
H 1.44 -5.28 3.63
H 1.34 -3.56 3.50
O 6.93 -6.23 -2.55
C 6.42 -5.16 -2.75
O 6.93 -4.30 -3.64
C 6.15 -3.12 -3.76
C 4.86 -3.30 -2.87
C 5.15 -4.63 -2.11
H 5.87 -2.90 -4.79
H 6.74 -2.30 -3.35
H 3.94 -3.55 -3.40
H 4.60 -2.44 -2.26
H 4.36 -5.37 -2.09
H 5.32 -4.47 -1.04
O 0.05 0.01 5.13
C -1.11 -0.36 5.05
O -1.40 -1.61 4.79
C -2.79 -1.85 4.65
C -3.44 -0.48 4.61
C -2.41 0.39 5.32
H -3.05 -2.50 5.49
H -2.88 -2.54 3.81
H -4.43 -0.33 5.03
H -3.42 -0.06 3.60
H -2.57 0.52 6.39
H -2.32 1.40 4.94
C -8.26 -0.09 1.91
C -7.25 0.39 0.87
O -6.02 0.77 1.53
C -5.87 1.86 2.25
O -6.73 2.67 2.36
C -4.51 1.88 3.00
F -3.86 2.97 2.60
F -4.75 2.04 4.30
F -3.76 0.80 2.77
H -8.19 0.43 2.86
H -8.07 -1.16 1.97
H -9.28 0.10 1.60
H -7.50 1.32 0.34
H -7.15 -0.24 -0.02
C 3.10 -0.37 -4.98
C 2.38 -1.69 -5.23
O 1.14 -1.65 -4.47
C 1.01 -1.52 -3.13
O 1.87 -1.33 -2.32
C -0.44 -1.28 -2.62
F -1.28 -2.25 -3.04
F -0.53 -1.20 -1.31
F -0.96 -0.20 -3.22
H 3.67 -0.29 -4.05
H 2.37 0.43 -5.11
H 3.78 -0.10 -5.79
H 3.03 -2.55 -5.11
H 1.98 -1.74 -6.24
```

Maximum force in eV/A: 6.44
Gap between HOMO and LUMO in eV: 3.79
Charge: +1
Total energy in Eh: -6343.24589

***

Here is a molecular structure, C39H46Br3F4N4OP2STl from OMol25. Energies are from wB97M-V/def2-TZVPD.

XYZ file:
```
101
C39H46Br3F4N4OP2STl wB97M-V/def2-TZVPD
Tl -0.57 1.06 1.47
N -3.91 -1.43 4.30
C -3.17 -0.93 3.21
S -3.25 0.77 2.98
N -2.56 -1.86 2.53
N -1.72 -1.42 1.51
C -1.58 -2.30 0.60
C -0.71 -2.24 -0.59
C -1.06 -3.08 -1.65
C -0.29 -3.21 -2.79
C 0.89 -2.47 -2.87
C 1.27 -1.64 -1.83
C 0.51 -1.51 -0.65
O 0.94 -0.80 0.35
H -4.69 -0.84 4.52
H -4.15 -2.41 4.16
H -2.17 -3.22 0.69
H -1.98 -3.66 -1.56
H -0.60 -3.86 -3.60
H 1.52 -2.54 -3.75
H 2.20 -1.08 -1.88
Br -1.87 4.97 3.67
C -0.95 3.44 4.40
Br 0.79 3.89 5.11
H -0.81 2.72 3.60
H -1.55 3.04 5.20
F 6.08 -2.38 6.75
C 5.27 -2.20 5.69
C 4.93 -3.27 4.88
F 5.44 -4.48 5.15
C 4.10 -3.06 3.79
F 3.89 -4.16 3.03
C 3.55 -1.83 3.47
P 2.27 -1.39 2.07
C 1.67 -3.09 1.77
C 1.98 -3.88 0.66
C 1.37 -5.11 0.48
C 0.43 -5.57 1.40
C 0.10 -4.79 2.49
C 0.71 -3.55 2.67
C 3.63 -1.10 0.86
C 4.68 -1.98 0.60
C 5.69 -1.65 -0.29
C 5.67 -0.42 -0.93
C 4.64 0.48 -0.67
C 3.63 0.14 0.21
C 3.92 -0.78 4.31
Br 3.29 0.99 4.02
C 4.76 -0.95 5.40
F 5.11 0.07 6.20
H 2.67 -3.52 -0.08
H 1.60 -5.70 -0.40
H -0.05 -6.53 1.25
H -0.66 -5.11 3.19
H 0.40 -2.91 3.49
H 4.70 -2.94 1.10
H 6.48 -2.36 -0.49
H 6.46 -0.16 -1.63
H 4.62 1.44 -1.16
H 2.80 0.81 0.38
C -3.43 4.55 -2.34
C -3.21 3.42 -1.33
C -2.82 4.03 0.02
C -4.55 2.73 -1.06
P -1.92 2.07 -1.74
N -1.57 1.25 -0.51
C -0.40 2.95 -2.51
C 0.78 1.96 -2.42
C -0.01 4.12 -1.60
C -0.52 3.47 -3.94
C -2.66 0.96 -3.11
C -3.42 1.64 -4.25
C -1.54 0.12 -3.71
C -3.59 -0.04 -2.39
H -4.24 5.20 -1.99
H -3.70 4.19 -3.33
H -2.55 5.19 -2.45
H -3.64 4.66 0.38
H -1.93 4.66 -0.02
H -2.65 3.24 0.75
H -5.23 3.46 -0.61
H -4.42 1.90 -0.36
H -5.03 2.36 -1.97
H 0.82 1.50 -1.44
H 1.71 2.52 -2.59
H 0.73 1.17 -3.16
H 0.04 3.81 -0.56
H -0.70 4.97 -1.68
H 0.98 4.48 -1.90
H -0.66 2.67 -4.67
H 0.40 4.00 -4.21
H -1.34 4.17 -4.06
H -2.80 2.36 -4.79
H -4.32 2.16 -3.92
H -3.73 0.88 -4.97
H -0.88 0.69 -4.36
H -1.99 -0.67 -4.33
H -0.95 -0.37 -2.94
H -4.54 0.40 -2.09
H -3.09 -0.42 -1.50
H -3.79 -0.87 -3.07
```

Maximum force in eV/A: 0.31
Gap between HOMO and LUMO in eV: 5.40
Charge: -2
Total energy in Eh: -11182.89738

***

Here is a single C3H4O3 molecule from OMol25. Energies are from wB97M-V/def2-TZVPD.

XYZ file:
```
10
C3H4O3 wB97M-V/def2-TZVPD
C 0.69 1.42 1.63
C 0.33 0.70 0.73
C -0.17 -0.25 -0.29
O 0.38 -1.53 0.05
O 0.39 0.28 -1.53
O -1.52 -0.39 -0.32
H 1.11 2.20 2.16
H -0.09 -1.83 0.84
H 0.77 -0.46 -2.13
H -1.91 -0.12 -1.11
```

Maximum force in eV/A: 2.68
Gap between HOMO and LUMO in eV: 11.00
SMILES: C#CC(O)(O)O
Total energy in Eh: -342.34421

***

Here is a molecular structure, H10O5Rb from OMol25. Energies are from wB97M-V/def2-TZVPD.

XYZ file:
```
16
H10O5Rb wB97M-V/def2-TZVPD
Rb 8.65 17.83 21.35
O 6.14 16.66 22.18
H 5.37 17.19 22.02
H 6.11 15.84 21.68
O 8.54 16.39 18.97
H 7.90 15.75 18.59
H 8.55 17.10 18.36
O 10.28 19.08 19.33
H 9.74 18.90 18.56
H 11.17 19.07 19.00
O 6.63 18.65 19.49
H 6.83 19.29 18.82
H 5.93 18.03 19.25
O 9.44 15.17 21.56
H 8.92 14.76 20.89
H 10.27 14.70 21.45
```

Maximum force in eV/A: 2.45
Gap between HOMO and LUMO in eV: 11.88
Charge: +1
Total energy in Eh: -406.10905

***

Here is a molecular structure, C29H23IrN4PSe2 from OMol25. Energies are from wB97M-V/def2-TZVPD.

XYZ file:
```
60
C29H23IrN4PSe2 wB97M-V/def2-TZVPD
Ir -1.40 -0.62 -0.31
C 0.59 1.70 -5.05
C -0.73 1.27 -5.17
C -1.27 0.40 -4.24
C -0.49 -0.05 -3.18
C 0.83 0.37 -3.06
C 1.36 1.25 -3.99
N -1.04 -0.93 -2.20
C -1.25 -2.27 -2.56
C -0.93 -2.83 -3.80
C -1.20 -4.17 -4.04
C -1.78 -4.99 -3.07
C -2.10 -4.47 -1.84
C -1.83 -3.12 -1.60
N -2.09 -2.47 -0.39
N -2.76 -2.97 0.54
C -2.96 -2.06 1.60
C -3.68 -2.48 2.70
C -3.89 -1.57 3.73
C -3.39 -0.29 3.61
C -2.69 0.06 2.46
N -2.48 -0.80 1.48
H 1.01 2.39 -5.78
H -1.34 1.62 -5.99
H -2.30 0.07 -4.32
H 1.42 0.01 -2.23
H 2.39 1.58 -3.88
H -0.48 -2.22 -4.57
H -0.94 -4.58 -5.00
H -1.97 -6.03 -3.29
H -2.54 -5.07 -1.06
H -4.05 -3.49 2.73
H -4.44 -1.87 4.61
H -3.53 0.44 4.39
H -2.28 1.05 2.32
Se -0.64 1.79 -0.14
P 0.94 1.07 1.19
Se 0.50 -1.10 1.14
C 0.85 1.75 2.85
C -0.08 2.73 3.17
C -0.12 3.24 4.46
C 0.75 2.76 5.42
C 1.68 1.77 5.10
C 1.73 1.27 3.81
C 2.61 1.40 0.61
C 3.34 0.46 -0.11
C 4.59 0.80 -0.60
C 5.11 2.07 -0.37
C 4.38 3.01 0.34
C 3.13 2.68 0.84
H -0.76 3.10 2.41
H -0.84 4.01 4.72
H 0.72 3.15 6.43
H 2.36 1.40 5.85
H 2.47 0.51 3.56
H 2.93 -0.53 -0.28
H 5.17 0.07 -1.15
H 6.09 2.32 -0.76
H 4.78 3.99 0.52
H 2.57 3.41 1.41
```

Maximum force in eV/A: 0.40
Gap between HOMO and LUMO (spin up / spin down) in eV: 5.69 / 5.69
Charge: +1
Total energy in Eh: -6586.34136